No. 1
C6H10N5O2 | wB97M-V/def2-TZVPD

Last column: Mulliken charge in e.
Cartesian coordinates (Å):
O1 1.7997 -1.6820 0.4880  -0.4179
O2 0.5285 -0.7840 -2.9630  -0.4780
N1 0.1671 -0.4530 -0.6936  0.2596
N2 -0.6766 1.9024 0.5171  0.2088
N3 0.9523 3.0755 -0.4387  -0.5464
N4 -0.8045 3.1907 0.8838  -0.2754
N5 0.8518 0.7440 -0.8854  -0.1990
C1 0.1735 3.8814 0.2807  0.0026
C2 -0.5397 -2.6088 -1.8482  -0.9729
C3 0.3906 1.8365 -0.2951  0.4162
C4 0.7079 -1.2436 0.4396  0.4517
C5 0.1209 -1.1993 -1.9353  0.4930
C6 -0.2586 -1.5275 1.6250  -1.0461
H1 0.2519 4.9673 0.4129  0.4153
H2 0.1113 -3.2603 -1.2341  0.3008
H3 -1.5229 3.5354 1.5100  0.2229
H4 -1.2833 1.1565 0.8351  0.3128
H5 -0.5185 -2.6051 1.6270  0.3160
H6 -1.5111 -2.4485 -1.3331  0.3088
H7 0.1730 -1.2048 2.5893  0.3202
H8 1.6630 0.8477 -1.4935  0.2792
H9 -1.2160 -0.9882 1.4513  0.3086
H10 -0.6554 -2.9608 -2.8819  0.3192

Computed properties:
Net charge = +1
HOMO-LUMO gap = 10.36 eV
SMILES = CC(=O)N(Nc1nc[nH][nH+]1)C(C)=O
HOMO energy = -13.721 eV
ΔE to the lowest compared entry with this formula, charge and spin = 26.00 kcal per mole


No. 2
C6H10N6 | wB97M-V/def2-TZVPD

Last column: Mulliken charge in e.
Cartesian coordinates (Å):
N1 -1.3635 0.7923 -1.1002  -0.6917
N2 0.3624 -0.7187 -1.2405  -0.1916
N3 -0.4799 -0.3970 0.8074  -0.4995
N4 -2.8449 2.4857 -0.6648  -0.3987
N5 -1.0061 0.3005 2.8345  -0.3974
N6 -2.1103 1.3127 1.1206  -0.6666
C1 2.7993 -1.5815 -1.3051  -0.4693
C2 1.3564 -1.4845 -0.7672  -0.0602
C3 -2.0984 1.4053 -0.2130  0.5015
C4 2.6016 -0.8523 -0.1253  -0.5226
C5 -1.2091 0.4352 1.5161  0.4885
C6 -0.5670 -0.1090 -0.4847  0.4188
H1 3.0414 -2.6470 -1.2334  0.2198
H2 -3.2558 3.1278 0.0491  0.2458
H3 1.0123 -2.4931 -0.4425  0.3163
H4 2.9825 -1.1919 0.8831  0.1902
H5 -1.5332 1.0046 3.3988  0.2632
H6 -0.0302 -0.8397 -2.1755  0.2950
H7 -0.1996 -0.1692 3.1865  0.2336
H8 2.9989 -1.1113 -2.2972  0.2635
H9 -3.1201 2.5361 -1.6417  0.2382
H10 2.6634 0.1950 -0.1051  0.2232

Computed properties:
HOMO-LUMO gap = 9.99 eV
SMILES = Nc1nc(N)nc(NC2CC2)n1
HOMO energy = -8.916 eV
ΔE to the lowest compared entry with this formula, charge and spin = 17.24 kcal per mole


No. 3
C6H10N8 | wB97M-V/def2-TZVPD

Last column: Mulliken charge in e.
Cartesian coordinates (Å):
N1 1.4800 -1.0244 -1.1397  -0.9651
N2 -0.0564 -0.7612 0.6162  0.1358
N3 0.2322 -0.9981 -1.0003  0.7512
N4 0.6187 3.4912 0.5085  -0.3843
N5 1.2262 -0.6244 0.9985  -0.7372
N6 -1.2444 2.5418 0.2145  -0.4506
N7 -0.4325 1.6308 0.7673  0.7593
N8 -0.6406 3.6037 0.0697  -0.3941
C1 -0.8702 0.1301 2.7491  -1.2775
C2 -0.1129 -1.9964 -3.2720  -1.0155
C3 0.6805 2.2841 1.0495  -0.1021
C4 -0.6511 -1.4022 -1.9470  -0.0581
C5 -0.8976 0.3103 1.2076  0.0863
C6 2.0951 -0.8141 0.0419  -0.0668
H1 -1.6615 -1.6028 -1.7068  0.3642
H2 0.1547 0.2908 3.0455  0.3498
H3 0.7116 -1.4409 -3.7702  0.2916
H4 0.4942 -2.8692 -3.0477  0.2836
H5 1.5053 1.8296 1.5148  0.4931
H6 -2.0067 0.2918 0.8947  0.4122
H7 -0.9622 -2.1046 -3.9410  0.3211
H8 -1.4780 0.8578 3.2251  0.4244
H9 -1.3359 -0.8945 2.8662  0.3383
H10 3.1516 -0.7292 0.0553  0.4403

Computed properties:
HOMO-LUMO gap (alpha / beta) = 8.04 / 8.04 eV
HOMO energy (alpha / beta) = -7.756 / -7.756 eV